# 1
Here is a structure of composition C35H32AsN13O3PbS2 in a non-equilibrium geometry from the Open Molecules 2025 dataset. Energies are from the ωB97M-V functional and the def2-TZVPD basis.

Geometry (Å):
Pb 1.33153 -1.23021 0.30858
O 1.96583 -1.02860 -4.21985
C 1.71358 -1.23699 -3.02145
N 1.93269 -0.47095 -1.95358
C 2.53535 0.79008 -2.04842
C 2.51412 1.55574 -3.21877
C 3.11384 2.80382 -3.28969
C 3.76222 3.31194 -2.17759
C 3.79093 2.57895 -1.00219
C 3.17964 1.32550 -0.89463
N 3.09778 0.62240 0.30696
C 3.95035 0.82391 1.31388
O 4.98005 1.52053 1.34810
C 3.61363 0.07776 2.59859
C 4.64120 -0.45591 3.37052
C 4.33475 -1.13576 4.53450
C 3.00746 -1.22568 4.92882
C 2.05435 -0.62923 4.12467
N 2.33708 -0.00215 2.98393
C 1.12910 -2.60104 -2.68393
C 0.68438 -3.40761 -3.72722
C 0.22318 -4.67944 -3.45198
C 0.23231 -5.12715 -2.13768
C 0.68671 -4.26555 -1.15619
N 1.11692 -3.03625 -1.42359
H 2.00680 1.15666 -4.08170
H 3.06428 3.37294 -4.21208
H 4.24995 4.28068 -2.21743
H 4.28159 2.98389 -0.13081
H 5.66240 -0.35739 3.03015
H 5.11590 -1.59318 5.12902
H 2.72365 -1.78195 5.81104
H 1.00198 -0.66146 4.39048
H 0.72931 -2.99889 -4.72584
H -0.13721 -5.32521 -4.24348
H -0.10811 -6.12096 -1.88133
H 0.72452 -4.56089 -0.11434
N -0.81831 -3.25244 2.67995
C 0.50470 -3.64348 2.66597
N 0.92652 -4.53990 3.55640
N 2.22878 -4.70316 3.27907
N 2.57144 -3.95449 2.28876
N 1.50066 -3.24878 1.86383
C -1.54085 -2.38557 1.89778
N -2.85833 -2.27562 2.08864
N -3.25026 -1.36339 1.20643
N -2.24284 -0.93878 0.51950
N -1.11691 -1.55057 0.94259
H -1.37573 -3.73719 3.36218
O -1.36530 1.57746 -1.45789
S -0.76382 1.35815 -0.12435
C 0.33722 2.79211 0.11311
C 1.21269 2.78342 1.18902
C 2.00599 3.89558 1.42074
C 1.92478 4.99629 0.57898
C 1.04757 4.99137 -0.49621
C 0.25053 3.88151 -0.73265
C -1.95059 2.13831 1.02752
C -3.09971 2.67539 0.47861
C -4.03275 3.30187 1.28953
C -3.81181 3.39483 2.65587
C -2.65728 2.85020 3.20232
C -1.72609 2.21885 2.39301
H 1.29177 1.89965 1.81139
H 2.69290 3.89592 2.25779
H 2.55509 5.85958 0.75750
H 0.98312 5.85063 -1.15279
H -0.42959 3.83268 -1.57401
H -3.22961 2.60958 -0.59463
H -4.93139 3.72701 0.85921
H -4.52733 3.90163 3.29214
H -2.47832 2.92594 4.26788
H -0.81840 1.81379 2.82291
C -3.51336 -0.10094 -3.53671
As -4.00610 -1.56958 -2.36862
C -5.12148 -0.78969 -0.98530
C -5.47900 -2.32913 -3.43924
S -2.65219 -3.11150 -2.12015
H -4.41336 0.44183 -3.82945
H -3.02004 -0.49829 -4.42283
H -2.82178 0.55003 -3.00821
H -5.92244 -0.22960 -1.47136
H -4.53372 -0.15332 -0.33681
H -5.53262 -1.59395 -0.38030
H -6.27373 -1.59983 -3.60855
H -5.87708 -3.18885 -2.90055
H -5.08567 -2.67788 -4.39343

Calculated values
- charge = -2
- HOMO level (eV) = -2.05
- lowest unoccupied orbital energy (eV) = 4.14
- frontier orbital gap (eV) = 6.19

***

# 2
Here is a structure of composition C35H32Br2HgN8O4S in a non-equilibrium geometry from the Open Molecules 2025 dataset. Energies are from the ωB97M-V functional and the def2-TZVPD basis.

Geometry (Å):
Hg -0.70848 0.04498 -0.85384
C 1.16446 -0.49770 -4.25281
N 1.42600 0.62840 -3.34573
C 2.64401 0.56746 -2.51702
C 2.68439 1.64527 -1.53858
C 3.06502 2.94320 -1.87280
C 2.83051 3.96645 -0.98209
C 2.31663 3.67142 0.27282
C 1.99280 2.35811 0.54301
N 2.22733 1.35189 -0.32016
C 1.21219 1.86691 -4.10569
C 0.14030 2.70349 -3.52835
C 0.22122 4.09135 -3.68771
C -0.77638 4.89601 -3.19507
C -1.78953 4.29715 -2.50158
C -1.84910 2.88999 -2.44434
N -0.94218 2.09432 -3.01162
C 1.30685 -1.89405 -3.68671
C 0.38775 -2.89079 -4.01659
C 0.54344 -4.14399 -3.43522
C 1.62338 -4.40357 -2.58988
C 2.56307 -3.41619 -2.45429
N 2.42501 -2.21941 -3.00591
H 1.89146 -0.48444 -5.10601
H 0.11714 -0.43630 -4.64253
H 3.49717 0.61665 -3.20664
H 2.71646 -0.39711 -1.99159
H 3.70299 3.11811 -2.71788
H 3.03110 4.99575 -1.26644
H 2.03847 4.47867 0.94390
H 1.48971 2.12459 1.49316
H 0.92708 1.67512 -5.16538
H 2.16464 2.44735 -4.16559
H 1.08475 4.58165 -4.12174
H -0.67635 5.98023 -3.28918
H -2.58598 4.87266 -2.01202
H -2.68954 2.38580 -1.95380
H -0.47102 -2.68596 -4.62706
H -0.22442 -4.90456 -3.60837
H 1.74710 -5.35800 -2.05933
H 3.42968 -3.49812 -1.79437
C -1.47307 -2.19847 4.73020
C -2.23458 -2.31485 3.45048
N -3.46212 -1.87444 3.30881
N -3.83626 -2.29894 2.08547
C -2.83753 -2.96057 1.44656
S -3.00322 -3.93144 0.08267
N -1.78130 -2.89821 2.29688
N -0.55413 -3.45034 2.11428
H -0.83336 -1.29436 4.62607
H -0.93909 -3.17082 4.86342
H -2.17716 -2.00685 5.56561
H -4.79507 -2.20564 1.75619
H 0.11230 -2.73239 2.17455
H -0.54847 -3.97308 1.22740
Br 6.77849 -0.80922 4.39351
C 5.31167 -0.93126 3.26487
C 5.51154 -1.61755 2.04534
C 4.37177 -1.86306 1.22181
C 3.13278 -1.36609 1.59442
C 2.96859 -0.70369 2.80450
C 4.08521 -0.38767 3.60861
C 1.56602 -0.30225 3.29202
O 1.50779 0.67557 4.05272
O 0.64972 -1.04631 2.85854
H 6.49648 -1.98548 1.78013
H 4.37142 -2.48755 0.29814
H 2.28365 -1.44891 0.90173
H 4.04125 0.28466 4.46835
Br -2.92550 2.51391 3.39032
C -4.34699 1.49833 2.83065
C -5.38145 1.26473 3.76575
C -6.44882 0.43515 3.44248
C -6.54453 -0.04811 2.13898
C -5.59677 0.27857 1.16741
C -4.41991 0.98290 1.50751
C -3.37198 1.06596 0.37862
O -3.82923 1.12514 -0.75233
O -2.16340 0.99204 0.72645
H -5.22793 1.69950 4.74338
H -7.21911 0.18761 4.16260
H -7.39238 -0.71978 1.85823
H -5.74453 -0.03951 0.14768

Calculated values
- charge = -1
- HOMO level (spin up / spin down) (eV) = -5.05 / -5.05
- 2S+1 = 2
- lowest unoccupied orbital energy (spin up / spin down) (eV) = 2.22 / 0.31
- frontier orbital gap (spin up / spin down) (eV) = 7.27 / 5.36

***

# 3
Here is a structure of composition C35H32BrCl3N2O3Ta in a non-equilibrium geometry from the Open Molecules 2025 dataset. Energies are from the ωB97M-V functional and the def2-TZVPD basis.

Geometry (Å):
Ta -0.74696 -0.07951 0.23376
Cl 1.14518 -3.64328 0.29332
C 2.45800 -2.57947 -0.06677
C 3.75328 -3.10616 -0.23189
C 4.78783 -2.26578 -0.51410
Cl 6.37124 -2.92702 -0.71628
C 4.59132 -0.86365 -0.64876
C 5.62173 0.05899 -0.93952
C 5.31599 1.38217 -1.05066
C 3.97687 1.79130 -0.87819
N 2.99259 0.97292 -0.60607
C 3.29054 -0.34508 -0.48323
C 2.22624 -1.23730 -0.18195
O 0.98577 -0.73109 -0.01876
H 3.91317 -4.17012 -0.13620
H 6.63423 -0.29560 -1.07073
H 6.07718 2.11709 -1.27023
H 3.71927 2.84080 -0.97232
Cl -3.47904 6.44268 2.23050
C -2.40914 5.11164 1.92168
C -1.84735 4.96134 0.66788
C -1.02261 3.87249 0.42289
C -0.74499 2.93535 1.41516
C 0.09007 1.74222 1.11279
C -1.29649 3.13275 2.68042
C -2.12962 4.20751 2.93751
H -2.06014 5.68163 -0.11069
H -0.59038 3.75098 -0.56479
H 0.74296 1.50903 1.96009
H 0.73994 1.87565 0.22117
H -1.07856 2.43064 3.47767
H -2.55972 4.35242 3.91904
Br -4.66391 4.41097 -4.24011
C -4.62358 3.76710 -2.46885
C -5.52812 4.26057 -1.53642
C -5.50182 3.79630 -0.22738
C -4.57308 2.84525 0.15304
C -3.67094 2.36539 -0.79342
C -3.68749 2.81660 -2.11126
C -2.64690 1.42717 -0.37143
O -1.71405 0.99340 -1.18440
O -2.54328 0.96954 0.79214
H -6.24880 5.00922 -1.83554
H -6.20318 4.19178 0.49409
H -4.51980 2.49044 1.17343
H -2.97414 2.43708 -2.82917
C -5.04362 -4.03531 -2.76456
C -3.79186 -3.24560 -2.49423
C -2.90714 -2.94985 -3.51956
C -1.75203 -2.20136 -3.28852
C -0.80074 -1.85159 -4.39664
C -1.52215 -1.78278 -1.99336
C -2.36646 -2.09714 -0.91838
C -3.52505 -2.81318 -1.19283
N -1.99576 -1.59261 0.35062
C -2.62452 -1.96656 1.63301
C -4.09811 -1.54669 1.75968
C -1.75644 -1.19685 2.63654
C -2.45101 -3.46113 1.90202
H -5.10980 -4.32574 -3.81104
H -5.93114 -3.45013 -2.51878
H -5.07017 -4.94174 -2.15810
H -3.11889 -3.30443 -4.52120
H -1.07781 -2.35024 -5.32302
H 0.21949 -2.14559 -4.14542
H -0.80192 -0.77552 -4.58022
H -0.57974 -1.24885 -1.82951
H -4.22850 -3.04972 -0.40797
H -4.34974 -0.74909 1.06372
H -4.29785 -1.18558 2.76910
H -4.76702 -2.38674 1.57828
H -1.91514 -0.11252 2.59448
H -0.69064 -1.45546 2.48449
H -1.96155 -1.47077 3.67198
H -2.86063 -4.06127 1.09124
H -2.97241 -3.72904 2.82208
H -1.39633 -3.71545 2.01595

Calculated values
- charge = +1
- HOMO level (eV) = -10.85
- lowest unoccupied orbital energy (eV) = -3.88
- frontier orbital gap (eV) = 6.97

***

Per-record energy relative to the best compared isomer or geometry (same formula, charge and spin), kJ/mol: 142.9; 0.0; 119.3